ORCA calculation (ωB97M-V with the def2-TZVPD basis set) on C10H12ClIrNP as an isolated structure at a distorted geometry.

Element x y z (Å)
C1 1.80287 -1.55694 -1.03009
C2 1.50163 -2.78489 -0.38144
C3 0.23594 -3.21097 -0.10741
C4 -0.88868 -2.45666 -0.55250
C5 -0.61533 -1.67753 -1.72522
Ir1 0.21189 -0.99132 0.13092
P1 0.85760 -0.30599 -2.05745
H1 2.81756 -1.16776 -0.90543
H2 2.38667 -3.36498 -0.03791
H3 0.04685 -4.14296 0.42096
H4 -1.52345 -1.25989 -2.11161
H5 -1.84721 -2.58249 -0.01100
H6 0.03721 0.51992 -2.90518
H7 1.42447 -1.02391 -3.13673
H8 1.84596 0.74501 -2.07162
Cl1 -1.93291 1.92044 4.13734
C6 -1.21286 2.08922 2.60379
C7 -1.14998 3.31985 1.96810
C8 -0.56892 3.34650 0.70047
C9 -0.10085 2.15346 0.11804
N1 -0.16921 0.95237 0.76644
C10 -0.67711 0.93366 2.01704
H9 -1.58827 4.18318 2.44062
H10 -0.51764 4.27256 0.12410
H11 0.32572 2.13554 -0.90146
H12 -0.70194 -0.04542 2.50724

For the energy above the lowest of the compared OMol25 structures with the same formula, charge and spin, the calculation gives 0.000 eV. The lowest unoccupied orbital energy (spin up / spin down) is 0.02 / -2.33 eV. As for the highest occupied orbital energy (spin up / spin down): -0.168 / -0.308 Eh. The calculation puts the total energy at -36694.1061 eV. The spin multiplicity is 5.

natural (NBO) atomic charges, in units of e: number 1, C, carries -0.54; number 2, C, carries -0.24; number 3, C, carries -0.27; number 4, C, carries -0.37; number 5, C, carries -0.56; number 6, Ir, carries 0.81; number 7, P, carries 0.60; number 8, H, carries 0.23; number 9, H, carries 0.25; number 10, H, carries 0.25; number 11, H, carries 0.20; number 12, H, carries 0.25; number 13, H, carries -0.04; number 14, H, carries 0.06; number 15, H, carries -0.06; number 16, Cl, carries 0.01; number 17, C, carries -0.05; number 18, C, carries -0.36; number 19, C, carries -0.25; number 20, C, carries -0.03; number 21, N, carries -0.64; number 22, C, carries -0.11; number 23, H, carries 0.22; number 24, H, carries 0.22; number 25, H, carries 0.19; number 26, H, carries 0.20